1.
ORCA calculation (ωB97M-V/def2-TZVPD) on an isolated molecule of C3H7N3 in a non-equilibrium geometry.

* frontier orbital gap: 10.236 eV
* SMILES string: N#CCC(N)N
* LUMO level: 0.026 hartree

Atoms and positions in Å:
C 0.4717 1.2860 1.5927
C 0.5566 0.9185 0.2055
C -0.1282 -0.3809 -0.1810
N 0.5325 1.4130 2.7359
N -1.5646 -0.2987 -0.4084
N 0.5641 -0.9195 -1.3578
H 0.1363 1.8118 -0.3739
H 1.5167 0.7226 -0.0944
H 0.2165 -0.9122 0.6926
H -1.9153 -1.2654 -0.3243
H -1.9138 0.2562 0.3046
H 1.5563 -1.0068 -1.1073
H -0.0288 -1.6247 -1.6843

Cartesian forces (eV/Å) of the 2 atoms listed first:
C 0.56 -0.64 1.34
C -3.42 2.71 -1.62

=====

2.
ORCA calculation (ωB97M-V/def2-TZVPD) on a cluster of 2 separate species, C4H6FN3 in total in a non-equilibrium geometry.

* frontier orbital gap: 10.732 eV
* SMILES string: FC1N=N1.CCC#N
* LUMO level: -0.011 hartree

Atoms and positions in Å:
C -0.4326 1.1383 -1.4277
C 0.9227 0.5880 2.7970
C -0.0587 -1.3142 -1.7027
C -0.9112 -0.1504 -1.1330
N 0.0231 2.1420 -1.6699
N 0.5411 0.2468 1.4713
N -0.0503 1.2075 1.9696
F 1.9918 1.3563 3.1691
H 0.6983 -0.0492 3.6751
H 0.5265 -0.8555 -2.5862
H -0.8084 -1.9110 -2.2551
H 0.3752 -1.8063 -0.8530
H -0.8093 -0.2409 -0.1074
H -2.0083 -0.3515 -1.3470

Cartesian forces (eV/Å) of the 2 atoms listed first:
C -0.70 -0.74 -0.30
C -0.14 -0.09 2.37

=====

3.
ORCA calculation (ωB97M-V/def2-TZVPD) on a structure of composition C20H29N8O3Sn in a non-equilibrium geometry.

* frontier orbital gap (alpha / beta): 8.229 / 3.699 eV
* LUMO level (alpha / beta): -0.349 / -0.406 hartree
* net charge: +3

Atoms and positions in Å:
Sn 0.6979 -0.8875 -0.3260
C 2.5990 -0.0984 -4.2662
C 2.1723 -0.8032 -3.0127
N 0.9048 -0.9516 -2.5956
C -0.2626 -0.7345 -3.4718
C -1.5258 -0.9634 -2.6043
N -1.2719 -1.7312 -1.3995
C -2.4052 -1.9742 -0.5006
C -2.4216 -1.0758 0.7939
N -1.1135 -0.8347 1.3730
C -0.6004 -1.6242 2.5204
C 0.4400 -2.6801 2.0527
N 1.4898 -2.1137 1.2690
C 2.7714 -2.4247 1.3430
C 3.4834 -3.0969 2.4661
C 3.5476 -2.0456 0.0931
C 4.9379 -2.0729 -0.1032
C 5.4839 -1.8148 -1.3775
C 4.6182 -1.4096 -2.3882
C 3.2457 -1.3408 -2.1494
N 2.7342 -1.7003 -0.9330
H 3.0298 0.8532 -4.0650
H 1.7667 0.0786 -4.9848
H 3.4467 -0.6398 -4.6940
H -0.2153 -1.5139 -4.2419
H -0.2179 0.2914 -3.9289
H -2.2440 -1.4039 -3.3171
H -1.9184 0.0442 -2.3093
H -0.8854 -2.6554 -1.6120
H -2.4304 -3.0158 -0.1471
H -3.3092 -1.8094 -1.0568
H -3.1455 -1.6194 1.4838
H -2.8814 -0.1157 0.5854
H -0.9696 0.1365 1.6552
H -1.3925 -2.1749 3.0997
H -0.1137 -0.9260 3.2990
H -0.0083 -3.5038 1.5496
H 0.8674 -3.1071 2.9393
H 3.0987 -4.1174 2.5674
H 3.3981 -2.6330 3.4659
H 4.5109 -3.2216 2.1986
H 5.6585 -2.1950 0.7090
H 6.5679 -2.0273 -1.5579
H 5.0623 -1.2758 -3.3616
N -3.1783 3.8929 -0.0389
C -3.5143 4.2901 1.2513
C -4.2732 5.5115 1.4414
C -4.6591 5.7964 2.7503
C -4.1547 4.9870 3.8111
C -3.3908 3.8691 3.5180
N -3.0356 3.5538 2.2532
H -3.4347 4.4829 -0.8138
H -2.3542 3.3147 -0.1335
H -4.3851 6.1481 0.5655
H -5.4796 6.4607 2.8558
H -4.3409 5.2357 4.8591
H -2.9810 3.3155 4.3702
O 0.6340 3.2480 -0.6396
N 0.4594 2.0621 -0.4884
O 1.5253 1.2603 -0.3587
O -0.6376 1.5010 -0.2626

Cartesian forces (eV/Å) of the 2 atoms listed first:
Sn -0.25 1.38 -1.05
C -0.90 -1.03 -0.55

=====

4.
ORCA calculation (ωB97M-V/def2-TZVPD) on a structure of composition C16H28BrN3PdS4 in a non-equilibrium geometry.

* frontier orbital gap: 6.796 eV
* LUMO level: 0.015 hartree

Atoms and positions in Å:
Pd -0.0471 0.4833 -0.0476
C 3.8978 0.4920 -0.3449
C 4.1684 -0.8324 -1.0100
S 2.9235 -2.0061 -0.5695
C 2.5218 -2.6570 -2.1448
C 2.1941 -1.7589 -3.3586
S 0.6249 -0.7735 -3.0850
C 1.1676 0.9002 -3.3889
C 2.4624 1.3768 -2.6381
S 2.3440 1.2705 -0.8063
H 4.7760 1.1551 -0.5288
H 3.8357 0.3924 0.7469
H 5.1735 -1.1494 -0.7334
H 4.2592 -0.7126 -2.1093
H 1.7220 -3.4044 -2.0144
H 3.3332 -3.3435 -2.4567
H 2.0998 -2.4341 -4.1930
H 3.0034 -1.0462 -3.6266
H 0.2606 1.4654 -3.1180
H 1.3713 1.0087 -4.4771
H 2.6226 2.4216 -2.9678
H 3.3327 0.7312 -2.8626
C -0.6976 3.2010 1.9708
N -1.8155 2.3021 1.7040
C -2.1432 1.4060 2.8405
C -1.9023 1.7492 0.3865
S -0.9994 2.4582 -0.8808
N -3.0958 1.1002 0.1573
C -3.1656 0.3778 -1.0929
C -4.3682 1.6008 0.6081
H -0.8899 3.6400 2.9894
H -0.6811 4.0041 1.2782
H 0.2513 2.6991 1.9464
H -1.2991 1.3589 3.4962
H -2.2808 0.3399 2.5605
H -2.9982 1.7006 3.4177
H -2.1920 -0.1078 -1.2702
H -3.2861 1.0449 -1.9404
H -3.9207 -0.4025 -1.0503
H -4.1758 2.2546 1.4332
H -4.9706 0.7582 0.9286
H -4.8269 2.1986 -0.1548
Br -1.1082 -2.8529 -0.7790
C -0.7108 -2.5251 1.0532
C -1.2817 -3.3698 1.9735
C -1.2110 -2.9928 3.3119
C -0.6388 -1.7555 3.6265
C -0.0442 -1.0510 2.6147
N -0.0985 -1.3902 1.3275
H -1.7179 -4.2676 1.6907
H -1.6063 -3.5810 4.1101
H -0.6389 -1.3558 4.6569
H 0.4667 -0.1218 2.8205

Cartesian forces (eV/Å) of the 2 atoms listed first:
Pd -0.21 0.22 -0.01
C 0.90 0.76 -0.10

=====

5.
ORCA calculation (ωB97M-V/def2-TZVPD) on a structure of composition C23H33ClN2O5ReS2 in a non-equilibrium geometry.

* frontier orbital gap (alpha / beta): 3.321 / 4.011 eV
* LUMO level (alpha / beta): -0.314 / -0.288 hartree
* spin multiplicity: 2
* net charge: +2

Atoms and positions in Å:
Re -0.5577 -0.1642 0.9935
N 3.0020 1.6935 -0.2460
C 1.7523 1.4051 0.0807
O 1.5062 0.4181 0.8033
C 0.6326 2.3052 -0.3613
C -0.7128 1.5401 -0.3639
H 3.7493 1.0703 0.0314
H 3.2353 2.5001 -0.8024
H 0.8492 2.7287 -1.3424
H 0.5843 3.1263 0.3586
H -0.8684 1.1793 -1.3890
H -1.5193 2.2486 -0.1458
S -2.7992 -0.5636 1.6320
C -4.0297 -0.2702 0.4790
N -3.7410 -0.1158 -0.8291
C -4.6860 0.1296 -1.7558
C -6.0040 0.2360 -1.3979
C -6.3554 0.0453 -0.0517
C -5.3732 -0.2027 0.8775
H -2.7582 -0.2074 -1.0910
H -4.3513 0.2343 -2.7756
H -6.7551 0.4591 -2.1380
H -7.3894 0.0974 0.2562
H -5.6058 -0.3525 1.9188
C -1.1088 2.2774 4.7657
C -1.9875 1.0422 4.5822
C -1.1838 -0.2512 4.6413
S 0.0506 -0.2497 3.2820
O 0.0986 -1.6162 2.7244
C 1.6693 0.0408 4.1304
C 2.4421 -1.2474 4.3453
C 1.8580 -2.1262 5.4443
H -1.6943 3.1835 4.6237
H -0.2888 2.2848 4.0443
H -0.6909 2.3098 5.7690
H -2.4993 1.1054 3.6160
H -2.7563 1.0231 5.3587
H -1.8097 -1.1230 4.4584
H -0.6574 -0.3656 5.5851
H 1.4336 0.5403 5.0662
H 2.2219 0.7192 3.4815
H 3.4667 -0.9725 4.6041
H 2.4877 -1.8015 3.4055
H 1.7430 -1.5668 6.3706
H 2.5214 -2.9624 5.6503
H 0.8912 -2.5333 5.1567
C 0.3481 -6.6216 -1.8280
C -0.0717 -6.2509 -0.4396
C -0.9056 -7.0839 0.2862
C -1.2312 -6.8048 1.6123
Cl -2.3154 -7.8145 2.4514
C -0.6577 -5.7087 2.2672
C 0.1851 -4.8833 1.5694
C 0.4291 -5.0922 0.2022
O 1.2086 -4.1769 -0.4343
C 0.5927 -3.4165 -1.4455
C -0.3724 -2.4751 -0.6742
O -1.1954 -2.9416 0.0950
O -0.1714 -1.2259 -0.8417
H 0.5426 -7.6913 -1.8812
H 1.2578 -6.0993 -2.1193
H -0.4400 -6.4044 -2.5521
H -1.3004 -7.9785 -0.1718
H -0.8977 -5.5122 3.2987
H 0.5991 -4.0039 2.0320
H 0.0288 -4.0253 -2.1596
H 1.3710 -2.8406 -1.9501

Cartesian forces (eV/Å) of the 2 atoms listed first:
Re -0.68 -0.98 -2.35
N -0.24 -0.32 0.14

=====

6.
ORCA calculation (ωB97M-V/def2-TZVPD) on an isolated molecule of C16H19NO5.

* frontier orbital gap: 9.135 eV
* SMILES string: COc1cc(CC(=O)NCc2ccco2)cc(OC)c1OC
* LUMO level: 0.030 hartree

Atoms and positions in Å:
C 0.4496 3.0010 -1.8776
H 0.9809 3.3034 -2.7792
H 0.3126 3.8729 -1.2303
H -0.5272 2.5902 -2.1489
O 1.2644 2.0268 -1.2686
C 0.7852 1.3809 -0.1666
C -0.4001 1.7147 0.4634
C -0.8565 0.9669 1.5430
C -0.1116 -0.1061 1.9841
C 1.1014 -0.4511 1.3791
C 1.5626 0.2974 0.2938
O 2.7260 -0.0508 -0.3725
C 3.7630 0.9099 -0.3351
H 4.6069 0.4511 -0.8481
H 4.0461 1.1441 0.6981
H 3.4803 1.8313 -0.8473
O 1.6855 -1.5463 1.9337
C 2.8853 -2.0820 1.4206
H 3.7291 -1.4044 1.5732
H 3.0522 -2.9958 1.9916
H 2.7985 -2.3180 0.3590
H -0.4343 -0.7126 2.8168
C -2.2406 1.2312 2.0698
H -2.4284 0.6876 2.9947
C -3.1440 0.7308 0.9422
O -3.7913 1.4590 0.2265
N -3.0935 -0.6190 0.7956
H -2.4347 -1.1145 1.3803
C -3.3422 -1.2427 -0.4946
C -2.0320 -1.5475 -1.1461
C -1.2552 -2.6697 -1.1256
C -0.0558 -2.3348 -1.7993
C -0.1877 -1.0332 -2.1677
O -1.3755 -0.5474 -1.7745
H 0.4717 -0.3685 -2.6884
H 0.7832 -2.9741 -1.9804
H -1.5102 -3.6171 -0.6964
H -3.9142 -0.5243 -1.0863
H -3.9185 -2.1606 -0.3572
H -2.4212 2.2945 2.2209
H -1.0101 2.5264 0.1041

Cartesian forces (eV/Å) of the 2 atoms listed first:
C -0.17 0.22 -0.13
H -0.07 0.02 0.06